Below is C35H39N4Ti as an isolated structure, with properties calculated with wB97M-V/def2-TZVPD.

Each line ends with the Löwdin charge.
Geometry (Å):
Ti -0.88967 -0.10521 0.05394  1.147
C 0.19808 1.96082 2.60028  -0.009
C 0.24937 0.50859 2.96754  -0.298
C 0.43553 0.11513 4.28965  0.023
C 0.51072 -1.22773 4.59330  0.014
C 0.45137 -2.16599 3.56671  0.030
C 0.29102 -1.71810 2.27560  -0.182
N 0.14394 -0.39810 1.98677  0.045
C 0.33711 -2.60671 1.09111  -0.167
C 0.78014 -3.91816 1.07536  0.044
C 0.89906 -4.55586 -0.15252  0.019
C 0.63187 -3.87374 -1.33153  0.040
C 0.18946 -2.56429 -1.24915  -0.174
N 0.01385 -1.99258 -0.05211  0.043
C -0.02468 -1.63971 -2.38489  -0.181
C 0.07262 -2.01417 -3.70510  0.034
C -0.05921 -1.03759 -4.68758  0.013
C -0.27793 0.27256 -4.31817  0.016
C -0.38932 0.58909 -2.96762  -0.290
C -0.65384 1.99602 -2.52212  0.004
N -0.26619 -0.35332 -2.02830  0.053
H -0.53354 2.49887 3.20262  0.101
H -0.05039 2.10898 1.54537  0.064
H 1.17201 2.42017 2.77644  0.109
H 0.51525 0.86734 5.06232  0.138
H 0.63404 -1.55137 5.61809  0.134
H 0.53582 -3.22106 3.78170  0.126
H 1.05942 -4.43000 1.98433  0.127
H 1.24654 -5.57951 -0.19203  0.134
H 0.79455 -4.35391 -2.28519  0.127
H 0.25359 -3.04324 -3.97874  0.126
H 0.01778 -1.30675 -5.73245  0.133
H -0.37050 1.05483 -5.05906  0.137
H -1.54171 2.39701 -3.01077  0.101
H 0.18531 2.64471 -2.77582  0.107
H -0.81762 2.05896 -1.44055  0.057
C -3.39496 -4.52649 -2.32458  -0.027
C -3.44722 -3.02307 -2.31973  -0.247
C -3.78897 -2.31171 -3.46584  0.014
C -3.83828 -0.91973 -3.48456  -0.244
C -4.22910 -0.17350 -4.72990  -0.026
C -3.52049 -0.22860 -2.32004  0.001
C -3.16380 -0.91710 -1.16462  -0.307
C -3.13867 -2.30974 -1.16650  -0.009
N -2.75425 -0.21539 0.01730  -0.082
C -3.77524 0.29899 0.95673  -0.441
C -4.32704 1.63981 0.44701  -0.076
C -5.32625 2.21374 1.45790  -0.273
C -4.61838 2.44324 2.79589  -0.106
C -4.07200 1.11232 3.32038  -0.273
C -5.22025 0.11666 3.50766  -0.105
C -5.92663 -0.10851 2.16770  -0.271
C -6.47759 1.22156 1.64590  -0.103
C -4.93261 -0.68361 1.15109  -0.070
C -3.08503 0.53469 2.30127  -0.105
H -3.87375 -4.93656 -3.21141  0.086
H -3.89199 -4.94041 -1.44734  0.090
H -2.36000 -4.87900 -2.31086  0.075
H -4.03900 -2.85737 -4.36884  0.127
H -4.34936 -0.84772 -5.57552  0.085
H -3.47780 0.57380 -4.99411  0.076
H -5.17258 0.35458 -4.58568  0.095
H -3.54218 0.85550 -2.30791  0.119
H -2.88764 -2.83214 -0.24877  0.127
H -4.81709 1.49108 -0.51838  0.120
H -3.49352 2.33830 0.29703  0.124
H -5.71238 3.16152 1.07802  0.148
H -5.31671 2.86677 3.52073  0.130
H -3.80608 3.16783 2.67298  0.121
H -3.55803 1.26912 4.27230  0.143
H -5.92796 0.50583 4.24269  0.130
H -4.83892 -0.83202 3.89765  0.124
H -6.74410 -0.81929 2.29993  0.148
H -7.20567 1.62718 2.35174  0.129
H -7.00050 1.06692 0.69808  0.127
H -5.43219 -0.86171 0.19524  0.133
H -4.54213 -1.64445 1.50368  0.131
H -2.66721 -0.41158 2.66642  0.126
H -2.25999 1.24888 2.15285  0.091

net charge = +2
2S+1 = 2
maximum force = 0.655 eV/Å
E = -65994.7634 eV
HOMO-LUMO gap (alpha / beta) = 7.0 / 7.1 eV

=====

Below is one molecule with the formula C4H10O3, with properties calculated with wB97M-V/def2-TZVPD.

Each line ends with the natural charge from an NBO analysis.
Geometry (Å):
C -1.14684 -0.28660 -0.58981  0.369
C 1.09999 0.42792 -0.44799  -0.080
C -1.35835 -1.00349 0.73665  -0.671
C 2.34401 -0.38983 -0.14591  -0.624
O -1.68393 1.09333 -0.56233  -0.306
O 0.13195 -0.40159 -1.10895  -0.534
O -1.43585 1.78321 0.67260  -0.479
H -1.86742 2.63034 0.50288  0.473
H -1.79164 -0.70751 -1.37357  0.185
H 1.33715 1.27607 -1.10163  0.177
H 0.65977 0.84315 0.48222  0.189
H -0.90408 -0.42899 1.54212  0.226
H -0.91618 -1.99425 0.68791  0.224
H -2.42353 -1.07814 0.93788  0.224
H 2.75590 -0.78314 -1.07199  0.212
H 3.09242 0.24124 0.32720  0.210
H 2.10664 -1.22173 0.51274  0.207

2S+1 = 1
maximum force = 1.194 eV/Å
SMILES = CCO[C@@H](C)OO
E = -10449.3614 eV
HOMO-LUMO gap = 10.5 eV